1.
A molecular structure, C9H15GeNS5Sn, computed with ωB97M-V/def2-TZVPD.

```
32
C9H15GeNS5Sn, DFT ωB97M-V/def2-TZVPD
Sn 0.59680 -2.33961 -0.67896
Ge 0.55900 -0.17608 1.98806
S 0.29185 -4.55063 -1.66234
S 2.92364 -1.95415 -1.26201
S 2.30774 -5.00227 -1.87614
S 2.99972 -3.33584 -2.81102
S -0.45010 -1.40199 -2.97527
N -1.92300 0.21284 -1.46764
C -2.17496 2.54034 -1.62575
C -2.50695 1.35450 -1.04723
C -0.33147 1.50044 1.46975
C 0.26864 -0.41320 3.90851
C -0.04716 -1.77500 1.11950
C -1.00521 0.13286 -2.46410
C -1.19016 2.53242 -2.62680
C 2.46240 0.08392 1.61379
C -0.60869 1.35795 -3.02936
H 0.15039 1.33347 -3.79688
H -2.16165 -0.66594 -1.02153
H -0.88294 3.46478 -3.08221
H 2.84460 0.96462 2.13174
H 0.60978 0.46053 4.46621
H -2.63856 3.45537 -1.29156
H -0.79263 -0.56052 4.11497
H 2.63178 0.22783 0.54441
H -3.21754 1.25717 -0.24057
H 0.80870 -1.29134 4.26146
H -1.06555 -2.11375 1.30648
H 0.02332 2.32977 2.08553
H -0.10236 1.72790 0.42952
H 3.03578 -0.78625 1.93476
H -1.41522 1.42987 1.58470
```

Output
HOMO energy	-7.24	eV
relative energy (zero: lowest compared OMol25 entry of this formula, charge and spin)	0.00	kcal per mole
LUMO level	-0.9	eV

2.
7 unconnected molecules or ions with the total composition C6H27NO7, computed with ωB97M-V/def2-TZVPD.

```
41
C6H27NO7, DFT ωB97M-V/def2-TZVPD
O -0.32852 2.75902 1.07163
O 1.45901 -0.14344 -2.04599
O 0.00528 -3.11680 -1.71825
O 0.79908 2.29538 -2.55207
O 0.04635 -1.47412 -4.14635
O -2.19596 2.13139 3.46194
O 2.02798 -1.03278 0.40755
N -0.71129 -0.98189 1.62717
C 2.98900 -0.02095 2.24287
C -2.50431 -0.54913 0.00320
C 1.72980 -0.09405 1.45357
C -1.25933 -0.00204 0.72514
C -2.60532 0.26952 -1.32206
C 0.53113 -0.73563 2.31143
H -1.51427 2.04420 2.78551
H 2.33774 -0.74357 -0.48042
H 0.33324 -3.95876 -2.08364
H -0.47286 0.32784 0.06375
H 0.97645 0.52062 -2.58004
H 0.54669 -1.09351 -3.39159
H -3.29189 -0.49671 0.75073
H 0.93478 -1.60797 2.83026
H 0.40532 2.66133 1.67853
H 1.52652 2.34741 -3.17273
H 1.07100 2.39814 -1.63717
H -0.67744 -0.86392 -4.38123
H 0.37017 -0.08743 3.16946
H 2.75467 0.62669 3.11782
H 3.11691 -0.85031 2.96970
H 1.41734 0.93456 1.13654
H -2.45478 -1.58579 -0.32718
H -1.94707 1.14826 -1.32914
H 0.81714 -0.53678 -1.42906
H -0.45786 3.64686 0.73022
H -2.23168 -0.34522 -2.08265
H -0.70272 -1.90775 1.21134
H -0.57682 -2.81757 -2.42581
H -1.70507 0.86152 1.19810
H 3.83279 0.10130 1.59067
H -2.22993 1.23962 3.82047
H -3.54007 0.72127 -1.69436
```

Output
HOMO energy	-8.38	eV
relative energy (zero: lowest compared OMol25 entry of this formula, charge and spin)	61.63	kcal per mole
structure (SMILES)	CCCNC[C@@H](C)O.O.O.O.O.O.O
LUMO level	0.0	eV

3.
C3H12N4 in the gas phase, computed with ωB97M-V/def2-TZVPD.

```
19
C3H12N4, DFT ωB97M-V/def2-TZVPD
N 0.28119 1.90829 0.32123
N -0.15125 0.08936 -1.91049
N -0.70938 0.15251 1.74325
N -0.81721 -1.61608 -0.37105
C -0.03336 -0.39006 -0.55259
C -0.54177 0.72311 0.40798
C 1.43682 -0.74999 -0.31793
H 2.07133 0.05705 -0.66802
H 0.18915 -0.09470 2.14479
H -1.14502 0.82520 2.35881
H 1.24591 1.70970 0.56126
H -0.06531 2.63579 0.93656
H 1.66209 -1.64683 -0.88653
H -0.70229 -1.95156 0.57873
H -1.80520 -1.41093 -0.49251
H 1.63451 -0.95446 0.73043
H -1.54933 1.01010 0.07368
H -1.10539 0.36422 -2.11731
H 0.10450 -0.66073 -2.54029
```

Output
HOMO energy	-8.67	eV
relative energy (zero: lowest compared OMol25 entry of this formula, charge and spin)	0.00	kcal per mole
structure (SMILES)	CC(N)(N)C(N)N
LUMO level	0.9	eV

4.
A molecular structure, C26H16BrF3FeN4O4, computed with ωB97M-V/def2-TZVPD.

```
55
C26H16BrF3FeN4O4, DFT ωB97M-V/def2-TZVPD
Br -4.82166 2.22310 4.14354
Fe -0.18345 -0.15161 1.04604
F 1.54489 -0.38039 3.32770
F -0.39089 -1.30890 3.65294
F 1.13981 -2.36827 2.57384
O -3.08386 0.93272 2.04407
O 3.36340 1.57854 0.26591
O -0.87040 1.07642 2.34533
O -3.28199 0.97207 -1.36562
N -1.23040 0.89344 -0.28035
N 1.07386 1.14795 0.35389
N 1.29165 -1.27990 0.08191
N -1.66353 -1.46195 0.64737
C -3.29677 3.30907 3.81767
C 1.07306 3.65571 0.16490
C 3.68223 -1.29546 0.03293
C -1.09377 4.96193 3.60141
C -2.18911 2.87325 3.09614
C -2.42830 0.44840 -0.65337
C 0.57199 -1.10022 2.70067
C -2.08016 1.50530 2.44276
C -0.86707 2.24203 -0.22955
C -4.16253 -2.64804 0.63385
C 3.67796 -2.65877 -0.20229
C 0.21450 4.76096 0.17533
C -1.15943 4.57078 0.18377
C 2.46256 -3.31699 -0.30799
C 2.47124 -0.64269 0.16552
C 1.29703 -2.58991 -0.14583
C 0.49299 2.40182 0.11555
C -1.69641 3.35828 -0.24601
C -3.10958 -3.22717 1.33063
C -3.94302 -1.47795 -0.06329
C -2.20538 5.38801 4.31396
C -2.68411 -0.90502 -0.02426
C -1.13323 3.76418 2.91103
C -1.87883 -2.60271 1.31332
C 2.37111 0.85793 0.32818
C -3.31703 4.56784 4.40186
H -3.23625 -4.13864 1.89751
H 4.58578 -0.70812 0.11411
H -0.21840 5.59516 3.52778
H -4.19607 4.88376 4.94676
H 4.60811 -3.20376 -0.30355
H -1.79189 5.45095 0.11594
H 2.14459 3.75122 0.26049
H -1.03345 -3.01189 1.84887
H -5.14589 -3.10100 0.65343
H -2.20096 6.34503 4.82100
H 0.62631 5.75523 0.30028
H -2.75585 3.22751 -0.41936
H -0.19808 3.29154 2.63573
H -4.71181 -0.95663 -0.61526
H 0.32782 -3.06760 -0.20322
H 2.40953 -4.38006 -0.49633
```

Output
HOMO energy (spin up / spin down)	-4.46 / -4.49	eV
charge	-1
relative energy (zero: lowest compared OMol25 entry of this formula, charge and spin)	8.03	kcal per mole
spin multiplicity	2
LUMO level (spin up / spin down)	2.5 / 2.5	eV
⟨S²⟩	0.795

5.
A molecular structure, C39H43BiN8O5S2, computed with ωB97M-V/def2-TZVPD.

```
98
C39H43BiN8O5S2, DFT ωB97M-V/def2-TZVPD
Bi -0.56965 -0.15248 -0.29404
S 1.27660 0.88339 -2.24509
S 5.19524 -5.68093 2.95598
O 6.49326 -5.23997 2.49188
O 4.88900 -5.48014 4.35171
O 4.62889 -6.84106 2.31756
O 0.28890 1.64799 0.77797
O -2.10914 1.36134 -0.79358
N -0.43886 -1.46954 -2.76049
N 3.58541 -0.45558 -2.49090
N 2.47646 -1.09418 0.29038
N -1.99578 3.58392 -2.16522
N -0.23739 -1.01820 1.89511
N -2.55248 -1.44458 -0.07787
N 1.86299 -1.71961 -2.98206
N 1.32506 4.54666 0.22110
C 3.69342 -1.99715 2.17923
C 1.13988 3.11055 6.19435
C -1.18270 4.68642 -2.59433
C 3.00757 -2.18530 0.98173
C -2.26909 -2.80391 0.30871
C -4.03879 2.44345 -1.59203
C -3.77255 -1.05972 -0.18182
C 2.92458 -3.45646 0.41474
C 4.06661 -1.68404 -2.85264
C 0.47707 1.95581 2.02455
C -4.24303 0.20438 -0.65100
C -5.63843 0.29878 -0.83859
C 0.23451 1.05851 3.10711
C 1.05201 3.23796 2.35940
C 1.26347 3.55309 3.72337
C 2.24063 -0.46370 -2.57130
C 0.31129 4.06568 -0.67652
C -1.98772 -2.83154 -3.95361
C -6.25329 1.41825 -1.37907
C 0.35760 -3.26650 -4.11212
C 0.56783 -2.16032 -3.28555
C 4.33396 -3.06713 2.77942
C 3.01452 -2.46880 -3.16258
C 4.24040 -4.30149 2.18617
C -1.83845 -2.89897 1.77400
C -5.44112 2.47920 -1.73624
C 0.42149 1.47334 4.43981
C -0.36414 5.22748 -1.41395
C -3.30090 3.54469 -2.08593
C 0.92290 2.72047 4.76924
C -0.08194 -0.32340 2.96556
C 1.55233 4.23348 1.48039
C 3.56119 -4.52935 1.01747
C -3.40753 1.29659 -0.99713
C 4.38487 0.64841 -2.03985
C -7.72748 1.45673 -1.61236
C -1.67979 -1.76612 -3.12941
C -0.39704 -2.45023 2.01313
C -0.94492 -3.62371 -4.41386
H -1.01382 5.77671 -0.73160
H -8.27717 1.15520 -0.72346
H -1.81835 5.47084 -3.00769
H -0.41530 3.50618 -0.09095
H 5.11245 -1.91494 -2.86380
H -1.14127 -4.49673 -5.01673
H -2.51594 -2.30062 2.38726
H 0.77101 3.38633 -1.40534
H -8.04732 2.45389 -1.89809
H 1.73536 -1.34013 -0.34609
H 5.31374 0.26710 -1.62269
H -3.84945 4.39378 -2.47741
H -5.87934 3.36663 -2.16733
H -3.00912 -3.04633 -4.21775
H 2.27689 -0.27771 0.84738
H 3.83543 1.20187 -1.27948
H -0.12406 -0.86664 3.91290
H 2.05148 2.64723 6.57489
H 3.72669 -1.01540 2.62843
H 2.37237 -3.59894 -0.50494
H 1.24084 4.18761 6.29500
H -1.50997 2.75884 -1.81306
H -3.15258 -3.43361 0.15917
H -2.44294 -1.11115 -2.73496
H 0.25913 -2.92685 1.27773
H -0.07719 -2.78668 3.00646
H 1.68806 4.51898 3.94925
H 2.99689 -3.49380 -3.46567
H -7.99143 0.77176 -2.41789
H 1.17509 -3.82768 -4.52686
H 0.37972 5.92470 -1.80196
H 4.89176 -2.96726 3.69495
H 2.25615 4.90860 1.95849
H -6.24327 -0.54971 -0.55242
H -4.55910 -1.78912 0.04031
H -0.49753 4.33296 -3.37176
H 3.53421 -5.52526 0.60786
H 4.61601 1.32860 -2.86083
H 0.31163 2.77086 6.81232
H 1.90810 5.27667 -0.17298
H -1.46825 -3.17927 -0.33634
H 0.19297 0.77867 5.23425
H -1.93030 -3.93872 2.09051
```

Output
HOMO energy	-10.25	eV
charge	+2
relative energy (zero: lowest compared OMol25 entry of this formula, charge and spin)	65.78	kcal per mole
LUMO level	-6.8	eV

6.
A molecular structure, C2H4ClFeI2O8S, computed with ωB97M-V/def2-TZVPD.

```
19
C2H4ClFeI2O8S, DFT ωB97M-V/def2-TZVPD
I 2.78988 -5.15236 22.78452
I 2.28066 -1.87042 26.28005
Fe 2.23890 -4.44883 25.39550
Cl 1.11679 -6.56173 27.26626
S 5.59917 -5.64764 26.74250
O 2.42649 -6.05829 27.44842
O 5.76434 -5.97410 28.15800
O 0.55855 -5.46790 26.55259
O 1.39310 -7.85067 26.51108
O 7.13971 -5.45536 25.95650
O 4.65283 -4.59768 26.27362
O 5.52230 -7.07336 25.70609
O 0.26288 -6.84742 28.42333
C 7.78395 -6.67555 25.73932
C 6.81505 -7.77509 25.71345
H 6.82427 -8.38671 24.81126
H 8.65136 -6.53639 25.09407
H 8.10183 -6.74451 26.77965
H 6.90752 -8.39033 26.60845
```

Output
HOMO energy (spin up / spin down)	-10.41 / -10.15	eV
spin multiplicity	6
LUMO level (spin up / spin down)	-0.7 / -4.3	eV
⟨S²⟩	8.771

Ordered DFT total energy results: -4688.8413; -826.1607; -340.5304; -5657.8704; -3336.6313; -3397.5949; unit Eh.